[1]
ORCA calculation (ωB97M-V/def2-TZVPD) on a molecular structure, C36H34AsN4O9Rb.

Calculated values
- molar mass (g mol⁻¹) = 827.077
- Kohn-Sham gap (eV) = 6.68
- E_LUMO (eV) = 3.87
- max |F| (eV/A) = 1.3
- total energy (eV) = -123767.07405

Geometry as ORCA input:
```
! RIJCOSX wB97M-V def2-TZVPD def2/J DEFGRID3
* xyz -2 1
Rb -0.8795 -0.7840 0.6671
O -3.4941 -1.8447 2.2744
C -4.0574 -1.0636 3.3087
C -4.3535 0.3557 2.8594
N -3.1760 1.0253 2.3574
C -2.4189 1.7618 3.3457
C -0.9962 2.1055 2.8804
O -0.5564 3.2277 3.2061
O -0.4211 1.2025 2.2018
C -3.3325 1.6986 1.0685
C -3.1155 0.6917 -0.0656
O -3.8254 -0.3619 -0.0196
O -2.1997 0.9282 -0.8831
H -3.6958 -1.4027 1.4178
H -3.3495 -1.0561 4.1444
H -4.9888 -1.5117 3.6790
H -4.8148 0.9090 3.6980
H -5.0902 0.3015 2.0570
H -2.3158 1.1261 4.2319
H -2.9107 2.6957 3.6591
H -2.5904 2.4880 0.9814
H -4.3272 2.1577 0.9559
O 0.9378 -3.3357 1.7679
C 0.6888 -4.5154 1.6680
C -0.1809 -5.1650 0.6802
C -0.2131 -6.5417 0.7186
C -0.9516 -7.2711 -0.1975
C -1.7045 -6.6019 -1.1929
C -1.7013 -5.2440 -1.2593
C -0.9349 -4.4202 -0.3287
O -0.9039 -3.1869 -0.4145
N -0.9456 -8.7090 -0.1357
O -0.2939 -9.2677 0.7417
O -1.6187 -9.3330 -0.9513
H 1.1657 -5.2390 2.3685
H 0.3606 -7.0716 1.4715
H -2.2808 -7.1955 -1.8900
H -2.2811 -4.7137 -2.0058
N 1.7389 -4.8186 -1.9415
C 2.0460 -3.4682 -1.7800
C 3.0950 -3.0471 -0.9710
C 3.3128 -1.6878 -0.8181
N 2.5833 -0.7346 -1.3961
C 1.5861 -1.1546 -2.1833
C 1.2970 -2.4836 -2.4167
H 2.0123 -5.3943 -1.1601
H 0.7713 -4.9905 -2.1760
H 3.6987 -3.7646 -0.4262
H 4.1068 -1.3440 -0.1613
H 0.9529 -0.3928 -2.6252
H 0.4323 -2.7527 -3.0132
C 3.5810 2.6414 -4.4255
C 2.2589 2.2332 -4.5452
C 1.4619 2.1141 -3.4120
C 1.9491 2.4036 -2.1360
C 3.2861 2.7882 -2.0325
C 4.0888 2.9126 -3.1607
As 0.7601 2.0390 -0.5719
C -0.4219 3.6127 -0.7746
C -1.1315 3.8338 -1.9531
C -2.0267 4.8886 -2.0585
C -2.2460 5.7315 -0.9731
C -1.5620 5.5038 0.2124
C -0.6536 4.4530 0.3135
C 1.9919 2.7875 0.7626
C 2.3792 4.1222 0.8119
C 3.3098 4.5565 1.7490
C 3.8735 3.6528 2.6428
C 3.4965 2.3166 2.5948
C 2.5536 1.8919 1.6667
H 4.2115 2.7281 -5.3028
H 1.8471 1.9883 -5.5178
H 0.4465 1.7527 -3.5356
H 3.7196 2.9827 -1.0622
H 5.1246 3.2105 -3.0428
H -1.0176 3.1711 -2.7987
H -2.5707 5.0354 -2.9847
H -2.9559 6.5471 -1.0497
H -1.7392 6.1301 1.0793
H -0.1610 4.2741 1.2639
H 1.9582 4.8313 0.1109
H 3.5891 5.6031 1.7834
H 4.5890 3.9913 3.3844
H 3.9130 1.6064 3.2992
H 2.2309 0.8593 1.6651
*
```

[2]
ORCA calculation (ωB97M-V/def2-TZVPD) on 2 unconnected molecules or ions with the total composition C36H34N2O2.

Calculated values
- molar mass (g mol⁻¹) = 526.680
- Kohn-Sham gap (eV) = 6.16
- E_LUMO (eV) = -0.90
- max |F| (eV/A) = 1.7
- total energy (eV) = -44957.41071

Geometry as ORCA input:
```
! RIJCOSX wB97M-V def2-TZVPD def2/J DEFGRID3
* xyz 0 1
C 5.9149 -1.2682 3.6548
C 5.0833 -1.9286 2.7727
C 3.7315 -1.6645 2.7656
C 3.1838 -0.7264 3.6421
C 1.7346 -0.4517 3.6640
C 0.8360 -1.4674 3.5885
C -0.5799 -1.2455 3.6051
C -1.4572 -2.3007 3.7248
C -2.9095 -2.1805 3.7053
C -3.5658 -1.3760 2.7635
C -4.9318 -1.2244 2.7919
C -5.6845 -1.8825 3.7450
C -5.0630 -2.7010 4.6693
C -3.6962 -2.8577 4.6476
C -1.0372 0.1129 3.5956
C -0.1956 1.1743 3.6738
C -0.7302 2.5490 3.6736
C -1.7692 2.9159 2.8169
C -2.2804 4.1943 2.8370
C -1.7742 5.1291 3.7165
C -0.7483 4.7837 4.5725
C -0.2291 3.5094 4.5483
C 1.2496 0.9321 3.8055
O 2.0220 1.8477 4.0270
C 4.0442 -0.0540 4.5069
C 5.3934 -0.3259 4.5182
H 6.9706 -1.4837 3.6642
H 5.4930 -2.6443 2.0784
H 3.0871 -2.1647 2.0633
H 1.1954 -2.4776 3.5322
H -1.0395 -3.2783 3.9096
H -2.9840 -0.8974 1.9940
H -5.4142 -0.5904 2.0666
H -6.7540 -1.7547 3.7670
H -5.6544 -3.2181 5.4073
H -3.2136 -3.4780 5.3834
H -2.0926 0.3038 3.5977
H -2.1610 2.1899 2.1256
H -3.0776 4.4646 2.1648
H -2.1802 6.1265 3.7363
H -0.3523 5.5114 5.2601
H 0.5798 3.2352 5.2037
H 3.6347 0.6984 5.1593
H 6.0447 0.2060 5.1918
C -5.1573 -5.8019 0.0154
C -4.7687 -4.3439 0.0969
N -3.6571 -4.0060 -0.7934
C -3.9535 -3.5557 -2.1664
C -4.0539 -2.0525 -2.2669
C -2.3411 -4.3240 -0.3814
C -1.2584 -3.6875 -1.0126
N 0.0746 -3.8932 -0.6784
C 0.4767 -4.9685 0.0747
C 1.7867 -5.1625 0.4023
C 2.7375 -4.2491 -0.0132
C 2.3504 -3.1460 -0.7524
C 1.0329 -2.9864 -1.0821
O -2.1822 -5.1258 0.5518
H -5.9772 -6.0502 0.6934
H -5.4592 -6.0714 -0.9975
H -4.3088 -6.4348 0.2777
H -5.6142 -3.6879 -0.1354
H -4.4542 -4.0876 1.1156
H -3.1751 -3.9489 -2.8287
H -4.8842 -4.0353 -2.4906
H -4.2588 -1.7282 -3.2880
H -4.8462 -1.6713 -1.6228
H -3.1314 -1.5710 -1.9441
H -1.4602 -2.9233 -1.7369
H -0.2841 -5.6506 0.4023
H 2.0767 -6.0231 0.9812
H 3.7757 -4.4019 0.2313
H 3.0832 -2.4178 -1.0649
H 0.7149 -2.1274 -1.6458
*
```

[3]
ORCA calculation (ωB97M-V/def2-TZVPD) on a molecular structure, C36H34N5O3PPt.

Calculated values
- <S²> = 2.0077
- molar mass (g mol⁻¹) = 810.752
- Kohn-Sham gap (alpha / beta) (eV) = 6.81 / 5.67
- E_LUMO (alpha / beta) (eV) = -5.32 / -6.52
- max |F| (eV/A) = 0.6
- total energy (eV) = -63999.23235

Geometry as ORCA input:
```
! RIJCOSX wB97M-V def2-TZVPD def2/J DEFGRID3
* xyz 2 3
Pt -0.1507 0.2151 0.0333
O 0.2645 -1.0512 2.6415
N 0.2261 0.2395 2.1536
C -0.1737 1.0831 3.0218
C -0.2553 2.5420 2.8411
C -0.3691 3.2321 4.0488
C -0.3356 4.6173 4.0958
C -0.1766 5.3351 2.9242
C -0.0733 4.6623 1.7140
C -0.1315 3.2718 1.6431
P -0.0519 2.5567 -0.0177
C -1.4977 3.1276 -0.9457
C -2.4308 4.0244 -0.4310
C -3.5407 4.3839 -1.1836
C -3.7226 3.8606 -2.4541
C -2.8024 2.9572 -2.9709
C -1.7062 2.5809 -2.2146
C 1.4490 3.2638 -0.7343
C 2.5530 3.4693 0.0967
C 3.7402 3.9561 -0.4274
C 3.8416 4.2246 -1.7865
C 2.7524 4.0056 -2.6179
C 1.5593 3.5257 -2.0978
H 0.9303 -1.4687 2.0587
H -0.3863 0.6906 4.0132
H -0.4693 2.6725 4.9694
H -0.4216 5.1266 5.0451
H -0.1358 6.4152 2.9449
H 0.0491 5.2366 0.8033
H -2.3131 4.4407 0.5593
H -4.2608 5.0789 -0.7744
H -4.5817 4.1543 -3.0418
H -2.9425 2.5440 -3.9606
H -1.0089 1.8566 -2.6248
H 2.4826 3.2781 1.1608
H 4.5790 4.1466 0.2290
H 4.7620 4.6200 -2.1938
H 2.8240 4.2275 -3.6739
H 0.7149 3.3903 -2.7594
O 1.7858 -0.0943 -0.7417
C 2.6289 -0.7714 -0.0713
O 2.4813 -1.2980 1.0325
C 3.9835 -0.9032 -0.7858
N 4.9287 -1.5843 0.1858
C 5.9465 -0.5562 0.6501
C 5.3391 0.7744 0.2356
C 4.6389 0.4420 -1.0800
H 3.8503 -1.5379 -1.6609
H 5.3728 -2.4066 -0.2163
H 4.3157 -1.8865 0.9705
H 6.8744 -0.7605 0.1194
H 6.1074 -0.6907 1.7164
H 6.1092 1.5340 0.1233
H 4.6250 1.1224 0.9840
H 5.3674 0.3427 -1.8853
H 3.8902 1.1702 -1.3803
N -7.2230 -0.2858 -1.0716
C -8.5382 -0.1476 -0.6696
C -9.7445 -0.2691 -1.3626
C -10.8875 -0.0605 -0.6261
C -10.8449 0.2559 0.7508
C -9.6531 0.3719 1.4221
C -8.4771 0.1657 0.6897
N -7.1586 0.2163 1.1086
C -6.4582 -0.0542 0.0417
C -4.9980 -0.1049 0.0521
C -4.3248 0.1570 1.2462
C -2.9539 0.1275 1.2685
N -2.2116 -0.1409 0.1766
C -2.8571 -0.4118 -0.9690
C -4.2317 -0.4112 -1.0685
H -6.9082 -0.5141 -1.9967
H -9.7853 -0.5117 -2.4151
H -11.8503 -0.1422 -1.1118
H -11.7751 0.4071 1.2798
H -9.6112 0.6121 2.4748
H -4.8894 0.3747 2.1410
H -2.4102 0.3070 2.1830
H -2.2408 -0.6528 -1.8259
H -4.6746 -0.6465 -2.0250
*
```

[4]
ORCA calculation (ωB97M-V/def2-TZVPD) on a molecular structure, C36H35BF5N7OTeV.

Calculated values
- molar mass (g mol⁻¹) = 866.070
- Kohn-Sham gap (eV) = 4.42
- E_LUMO (eV) = -11.50
- max |F| (eV/A) = 0.7
- total energy (eV) = -97600.66191

Geometry as ORCA input:
```
! RIJCOSX wB97M-V def2-TZVPD def2/J DEFGRID3
* xyz 3 1
V -0.3545 0.0311 0.2667
C 0.8023 -2.1019 5.1047
C 0.2963 -1.0028 4.2389
C -0.1717 0.2533 4.5994
C -0.5138 0.9027 3.4147
N -0.2875 0.0589 2.3702
N 0.2264 -1.0706 2.9029
B 0.9154 -2.1104 1.9601
N -0.1789 -2.6265 0.9774
N -0.9710 -1.7317 0.2871
C -1.8850 -2.4527 -0.4624
C -1.6324 -3.7826 -0.2499
C -0.5659 -3.8642 0.6695
C 0.0515 -5.0814 1.2510
C -2.8609 -1.8326 -1.3594
C -2.8675 -2.2001 -2.7054
C -3.8072 -1.6531 -3.5636
C -4.7508 -0.7565 -3.0796
C -4.7578 -0.4038 -1.7356
C -3.8130 -0.9356 -0.8749
N 2.0086 -1.3671 1.1923
N 1.7096 -0.3197 0.3412
C 2.8755 0.0229 -0.2709
C 3.8893 -0.8061 0.1898
C 3.3184 -1.6669 1.1091
C 3.9711 -2.7459 1.9005
C 3.0150 1.0160 -1.3455
C 2.4756 2.2977 -1.2765
C 2.6465 3.1892 -2.3244
C 3.3660 2.8092 -3.4488
C 3.9311 1.5422 -3.5139
C 3.7625 0.6510 -2.4675
C -1.0942 2.2456 3.4359
C -2.0790 2.7682 2.4750
C -2.9484 3.8830 2.8980
C -2.6774 4.5827 4.0258
C -1.5546 4.1988 4.7927
C -0.8030 3.0544 4.5174
H 0.6572 -1.8426 6.1503
H 0.2770 -3.0352 4.9060
H 1.8670 -2.2695 4.9402
H -0.2908 0.6123 5.6071
H 1.3558 -3.0127 2.5860
H -2.1725 -4.6113 -0.6768
H -0.4179 -5.9684 0.8344
H 1.1202 -5.1172 1.0372
H -0.0727 -5.0991 2.3345
H -2.1383 -2.9115 -3.0746
H -3.8183 -1.9417 -4.6059
H -5.4978 -0.3477 -3.7466
H -5.5178 0.2671 -1.3585
H -3.8402 -0.6965 0.1814
H 4.9298 -0.7597 -0.0845
H 5.0247 -2.7988 1.6394
H 3.8973 -2.5522 2.9710
H 3.5210 -3.7185 1.7021
H 1.9928 2.6205 -0.3687
H 2.2485 4.1923 -2.2510
H 3.5138 3.5106 -4.2591
H 4.5188 1.2534 -4.3751
H 4.2039 -0.3371 -2.5232
H -2.5969 2.0148 1.8792
H -3.7578 4.1678 2.2354
H -3.2868 5.4237 4.3263
H -1.2846 4.7942 5.6581
H -0.0098 2.7843 5.1993
C 0.5129 -0.2043 -6.0382
C 0.2891 -0.1644 -4.5650
C -0.5288 0.7932 -3.9698
C -0.6798 0.8186 -2.6042
N -0.0439 -0.0445 -1.7849
C 0.7326 -0.9913 -2.3534
C 0.9075 -1.0828 -3.7087
H -0.2587 0.3391 -6.5785
H 0.5576 -1.2294 -6.4039
H 1.4749 0.2625 -6.2677
H -1.0563 1.5224 -4.5697
H -1.3275 1.5465 -2.1379
H 1.2198 -1.6896 -1.6863
H 1.5392 -1.8663 -4.1063
F -1.7353 5.4899 0.9381
Te -1.0036 3.8051 0.8569
F -2.4366 3.3165 -0.2103
F -0.1257 4.1893 -0.6935
F 0.1720 2.2496 0.8817
F 0.3263 4.4881 1.9422
O -1.6479 0.8363 -0.0464
*
```

[5]
ORCA calculation (ωB97M-V/def2-TZVPD) on a molecular structure, C36H35BeN4O2P2S.

Calculated values
- molar mass (g mol⁻¹) = 658.729
- Kohn-Sham gap (eV) = 7.94
- E_LUMO (eV) = -2.80
- max |F| (eV/A) = 0.5
- total energy (eV) = -77766.01573

Geometry as ORCA input:
```
! RIJCOSX wB97M-V def2-TZVPD def2/J DEFGRID3
* xyz 1 1
Be -0.7108 0.2026 -1.3316
C -4.3549 -0.3637 -0.0271
C -3.0691 0.1154 -0.6017
N -2.0846 -0.6829 -0.8774
O -2.1418 -2.0219 -0.5187
C -2.7950 1.5231 -0.8536
C -3.7826 2.6358 -0.7790
N -1.5262 1.7041 -1.1599
O -1.0402 2.8236 -1.4832
H -4.6339 -1.3324 -0.4413
H -5.1530 0.3469 -0.2255
H -4.2572 -0.4597 1.0599
H -2.6530 -2.0826 0.3028
H -4.3954 2.5702 0.1214
H -4.4499 2.6486 -1.6444
H -3.2365 3.5771 -0.7680
C 0.9227 -2.4983 1.4498
N 0.8124 -1.0228 1.3749
P -0.6679 -0.4087 2.1374
C -0.2664 1.3593 2.3151
C -1.2245 2.2596 1.8591
C -1.0229 3.6302 1.9834
C 0.1453 4.1012 2.5587
C 1.1099 3.2071 3.0184
C 0.9034 1.8446 2.9035
C -0.4383 -1.0120 3.8454
C 0.7939 -1.2081 4.4679
C 0.8537 -1.6006 5.7951
C -0.3167 -1.7977 6.5190
C -1.5472 -1.6061 5.9099
C -1.6054 -1.2228 4.5754
P 1.0676 -0.2890 -0.1578
C 2.1991 1.0630 0.2058
C 3.3548 0.8334 0.9530
C 4.2371 1.8719 1.1928
C 3.9627 3.1457 0.7010
C 2.8026 3.3826 -0.0189
C 1.9175 2.3401 -0.2700
C 1.9679 -1.4908 -1.1773
C 3.3298 -1.4153 -1.4546
C 3.9177 -2.3378 -2.3116
C 3.1539 -3.3330 -2.9021
C 1.7899 -3.4058 -2.6456
C 1.2021 -2.4843 -1.7969
H 0.5284 -2.8345 2.4038
H 1.9704 -2.7911 1.3944
H 0.3738 -3.0174 0.6605
H -2.1329 1.8860 1.3985
H -1.7726 4.3228 1.6247
H 0.3104 5.1667 2.6537
H 2.0220 3.5783 3.4685
H 1.6563 1.1540 3.2634
H 1.7129 -1.0633 3.9103
H 1.8152 -1.7498 6.2694
H -0.2662 -2.1057 7.5552
H -2.4607 -1.7598 6.4692
H -2.5684 -1.0740 4.0989
H 3.5502 -0.1540 1.3554
H 5.1360 1.6945 1.7692
H 4.6515 3.9578 0.8959
H 2.5767 4.3787 -0.3764
H 0.9817 2.5402 -0.7859
H 3.9383 -0.6353 -1.0177
H 4.9778 -2.2724 -2.5193
H 3.6182 -4.0469 -3.5701
H 1.1863 -4.1737 -3.1123
H 0.1343 -2.5415 -1.6098
S 0.4276 1.2140 -5.2207
C 0.3975 1.1071 -3.5282
N -0.3125 0.1368 -3.0228
C -0.9093 -0.6275 -4.0363
C -1.7085 -1.7613 -3.8689
C -2.2052 -2.3808 -4.9948
C -1.9201 -1.8971 -6.2801
C -1.1184 -0.7916 -6.4573
C -0.6110 -0.1680 -5.3183
H 0.9223 1.8263 -2.9156
H -1.9306 -2.1444 -2.8834
H -2.8244 -3.2614 -4.8859
H -2.3329 -2.4002 -7.1440
H -0.8844 -0.4213 -7.4465
*
```

[6]
ORCA calculation (ωB97M-V/def2-TZVPD) on a molecular structure, C36H35BrN3O2RuTe.

Calculated values
- <S²> = 8.7929
- molar mass (g mol⁻¹) = 850.269
- Kohn-Sham gap (alpha / beta) (eV) = 6.83 / 4.82
- E_LUMO (alpha / beta) (eV) = -6.38 / -8.36
- max |F| (eV/A) = 2.9
- total energy (eV) = -126366.26768

Geometry as ORCA input:
```
! RIJCOSX wB97M-V def2-TZVPD def2/J DEFGRID3
* xyz 2 6
Ru -0.6555 1.7938 -1.6910
Br 5.0541 6.4600 -1.0779
C 3.8139 5.1052 -1.5394
C 4.2737 3.8715 -2.0343
C 3.3794 2.8810 -2.3199
C 1.9807 3.0396 -2.1065
O 1.2112 2.0365 -2.2714
C 1.5183 4.3400 -1.6844
C 0.1318 4.6501 -1.5683
N -0.8450 3.7998 -1.6964
C -2.1780 4.2141 -1.5853
C -2.6250 5.5198 -1.6496
C -3.9859 5.8167 -1.5239
C -4.9140 4.8236 -1.3603
C -4.5111 3.4741 -1.3087
C -5.4155 2.3997 -1.1797
C -4.9268 1.1190 -1.1566
C -3.5471 0.9048 -1.2300
N -2.6661 1.8878 -1.3434
C -3.1290 3.1682 -1.4073
C 2.4595 5.3341 -1.3904
H 5.3312 3.7122 -2.1723
H 3.7081 1.9213 -2.6848
H -0.0876 5.6951 -1.3554
H -1.9432 6.3362 -1.8259
H -4.2970 6.8472 -1.5696
H -5.9623 5.0567 -1.2823
H -6.4745 2.5965 -1.1168
H -5.5868 0.2705 -1.0770
H -3.1525 -0.1060 -1.1893
H 2.1203 6.2968 -1.0363
C -0.9507 -0.6219 -3.7659
C -0.8536 -1.0483 -2.3174
O -0.9705 -2.2381 -1.9581
N -0.6486 -0.1002 -1.4474
Te -0.6608 -1.4821 0.4721
C -0.7534 -2.5995 2.4279
C -1.6994 -3.6019 2.5873
C -2.6236 -4.0431 1.5021
C -1.7549 -4.2503 3.8199
C -0.9381 -3.8864 4.8806
C -1.0674 -4.5477 6.2103
C -0.0289 -2.8479 4.6889
C 0.0531 -2.1742 3.4810
C 0.9714 -1.0114 3.3130
C 1.3813 -1.8477 0.0488
C 1.7559 -3.1612 -0.2446
C 0.7795 -4.2894 -0.2282
C 3.0901 -3.4212 -0.5413
C 4.0389 -2.4069 -0.5882
C 5.4687 -2.6969 -0.8941
C 3.6242 -1.1022 -0.3296
C 2.3098 -0.7956 0.0011
C 1.9549 0.6163 0.3641
H -1.1269 -1.4927 -4.3901
H -0.0090 -0.1465 -4.0543
H -1.7747 0.0922 -3.8896
H -2.5891 -3.3496 0.6559
H -3.6440 -4.1019 1.8731
H -2.3455 -5.0347 1.1496
H -2.4677 -5.0517 3.9446
H -1.8132 -5.3358 6.1888
H -1.3547 -3.8220 6.9696
H -0.1137 -4.9716 6.5196
H 0.6048 -2.5368 5.5066
H 1.3138 -0.6346 4.2715
H 0.4383 -0.2149 2.7871
H 1.8415 -1.3047 2.7260
H -0.2452 -3.9074 -0.1858
H 0.9593 -4.9338 0.6314
H 0.8793 -4.8936 -1.1275
H 3.3901 -4.4414 -0.7342
H 5.6394 -3.7628 -1.0044
H 6.1092 -2.3263 -0.0951
H 5.7794 -2.2009 -1.8130
H 4.3620 -0.3133 -0.3707
H 2.7379 1.2890 0.0215
H 1.8811 0.7413 1.4439
H 0.9866 0.9438 -0.0725
*
```